Computed, not measured: a structure of composition C4H10BaNP, with the ωB97M-V functional and the def2-TZVPD basis.

Last column: Mulliken charge in e.
Cartesian coordinates (Å):
C1 -0.52823 -2.06082 0.68916  -0.635
C2 -0.52186 -0.86661 1.36375  -0.537
P1 -0.65696 0.74724 0.49362  0.029
N1 0.59195 1.73168 1.07756  -0.441
C3 -0.39167 0.36118 -1.24932  -0.702
C4 1.06893 0.08133 -1.64176  -0.935
H1 -1.36421 -2.74834 0.75927  0.239
H2 0.31003 -2.33619 0.05597  0.311
H3 -0.36452 -0.83141 2.44360  0.685
H4 0.29279 2.55458 1.58387  0.288
H5 1.29365 1.98893 0.39199  0.229
H6 -0.81728 1.15226 -1.86089  0.432
H7 -0.97424 -0.53249 -1.46887  0.431
H8 1.22019 0.38477 -2.67096  0.338
H9 1.79587 0.60567 -1.02960  0.265
H10 1.29548 -0.97690 -1.57182  0.256
Ba1 -2.24994 0.74511 2.63444  1.747

Atoms 1-3, force components in eV/Å:
C -0.1 0.1 0.3
C 0.7 0.4 -0.9
P 2.9 -0.7 -1.7

E_LUMO in eV: -8.91
Charge: +2
E in eV: -15763.75729